1.
Formula: C18H26I2N4O6PdSi2
Source: the Open Molecules 2025 dataset
Level of theory: the ωB97M-V functional and the def2-TZVPD basis

Values from the calculation:
E_LUMO (alpha / beta)   -1.03 / -4.08 eV
HOMO energy (alpha / beta)   -8.82 / -9.48 eV
HOMO-LUMO gap (alpha / beta)   7.8 / 5.4 eV
Energy above the lowest of the compared OMol25 structures with the same formula, charge and spin   0.562 eV
2S+1   5
Electronic energy   -2674.0122 Eh

Structure (XYZ):
```
59
Properties=species:S:1:pos:R:3:forces:R:3
C 2.058390 -5.033059 0.928006 -0.095 0.111 0.012
N -0.311313 6.774444 0.228519 -0.021 0.309 -0.340
H 1.328683 4.743378 -0.694217 -0.050 0.116 -0.040
H -0.023324 -2.354767 -3.119301 0.017 -0.029 -0.084
C 0.955816 -5.806539 1.244272 0.016 -0.154 -0.104
C 1.894392 -3.657893 0.898015 -0.091 -0.062 0.027
H 2.741054 2.136931 4.278512 0.058 -0.070 -0.013
I 0.895058 0.289861 3.946944 -0.070 0.012 0.000
C -0.233361 5.980453 1.058233 -0.072 -0.028 0.056
H -1.941044 -0.759080 -4.273061 -0.058 -0.037 -0.099
C 0.163063 3.942211 1.986983 0.082 -0.103 0.026
H 2.358071 3.615628 -1.552508 0.084 -0.022 -0.084
H 0.980890 2.619643 -3.931291 0.096 -0.077 -0.008
N 0.534708 2.821325 2.051074 0.087 -0.086 -0.261
Si -1.011857 -0.341976 -2.077569 -0.051 0.183 0.198
O 2.231235 -7.720302 1.093725 0.135 -0.126 -0.177
N 1.119289 -7.279149 1.278614 0.036 0.267 0.402
O -0.633707 -1.108544 1.366045 -0.361 0.024 -0.053
C -1.410741 0.101402 -3.860098 -0.048 -0.164 0.061
H -2.408005 3.118135 -1.648642 -0.050 -0.052 -0.077
H 2.720955 -3.006283 0.653636 0.018 0.026 -0.005
H 1.200668 0.621738 -1.392873 -0.111 -0.030 0.078
Si 0.034990 2.821395 -1.606728 -0.096 -0.077 -0.027
H -1.392353 -3.449051 1.721041 -0.021 0.036 0.002
C -0.290633 -5.282514 1.533611 0.099 0.097 -0.043
H -3.328424 -1.020966 -1.683017 -0.044 -0.023 0.015
H -2.069090 0.961673 -3.944941 -0.073 0.130 0.041
H -1.600028 4.581867 -1.101512 -0.033 0.055 0.023
C -0.192739 -2.038006 -2.090556 -0.031 0.130 -0.076
H 0.335836 4.214914 -3.565285 0.008 0.109 -0.080
C 0.152146 3.144275 -3.461423 -0.038 0.092 0.166
H -2.541468 -0.711455 -0.129014 0.071 -0.079 0.152
C 0.154520 0.956893 -1.384067 0.313 -0.019 -0.424
H -0.534482 0.278178 -4.478790 0.132 0.008 -0.017
O -1.927269 0.333007 3.577860 0.116 -0.296 0.658
H -1.864427 3.222656 0.009609 0.059 -0.008 0.101
C 2.851428 1.126612 3.899740 0.026 0.090 0.126
C -0.438633 -3.906771 1.501333 -0.008 -0.017 -0.003
H 3.006139 -5.504592 0.713327 -0.037 0.009 0.009
C 0.648754 -3.103189 1.181402 0.182 -0.064 -0.049
H 0.772902 -2.036811 -1.593970 0.164 0.024 0.099
H 3.479224 0.524892 4.547374 -0.023 0.024 -0.006
H -3.077231 0.632842 -1.125283 -0.024 0.078 0.004
I 3.788759 1.254794 2.012687 0.065 -0.035 -0.023
C -2.636346 -0.363627 -1.150496 -0.023 -0.006 -0.244
O 1.463446 -0.874810 0.874240 0.109 0.129 -0.127
N -0.173528 5.138600 2.070216 -0.129 0.115 0.364
H -1.109745 -5.941217 1.773635 -0.018 -0.025 0.008
C 0.482128 -1.629846 1.132851 0.187 -0.110 -0.151
H -3.514338 1.139425 2.597228 0.201 -0.046 0.112
C 1.526035 3.683959 -0.851764 0.038 -0.182 0.026
C -1.606359 3.494340 -1.012054 0.106 0.029 -0.050
H 1.859421 3.259677 0.095501 0.032 0.015 -0.135
O 0.139671 -7.939033 1.543589 -0.146 -0.176 -0.107
H -0.761453 2.904560 -4.000072 -0.052 -0.040 0.009
H -0.810733 -2.797174 -1.617084 -0.115 -0.078 0.095
O -1.834956 1.361701 1.587251 -0.141 0.197 -0.203
Pd 0.224517 0.944079 1.312850 -0.067 -0.255 0.778
C -2.424595 0.921191 2.647715 -0.342 0.160 -0.539
```
Forces are in eV/Å.

2.
Formula: C18H26N2O2
Source: the Open Molecules 2025 dataset
Level of theory: the ωB97M-V functional and the def2-TZVPD basis

Values from the calculation:
E_LUMO   0.69 eV
HOMO energy   -7.60 eV
HOMO-LUMO gap   8.3 eV
Energy above the lowest of the compared OMol25 structures with the same formula, charge and spin   5.002 eV
SMILES   CCCC(=O)NC[C@@H]1C[C@H]1c1cccc2c1O[C@@H](C(C)C)N2
Electronic energy   -961.3693 Eh

Structure (XYZ):
```
48
Properties=species:S:1:pos:R:3:forces:R:3
H -2.994939 1.600143 1.773231 0.209 0.395 1.167
H -1.171872 -1.072396 -1.767057 -1.775 -0.857 0.380
C -0.413498 -3.988370 -5.353320 1.463 2.419 -0.062
H -1.315227 1.095690 -1.892902 -0.168 -0.148 0.467
O -4.122640 -2.036305 -4.051281 1.029 0.072 -1.197
H 4.762022 0.570448 4.032688 0.133 -0.783 0.807
C -1.649772 -2.222666 -4.071718 -2.296 1.232 -0.195
H 4.623533 2.737739 0.708144 -0.556 -0.697 1.111
H 0.350889 -3.081421 -5.195120 -1.143 -2.185 -0.898
H 2.173641 1.881855 4.783586 -0.156 -0.318 -0.956
C -1.771865 -3.392449 -5.036033 -0.829 -1.550 -0.323
C -2.166541 -1.322186 -1.223515 2.541 -2.091 -0.790
C 3.730357 2.521672 1.370387 -0.451 -0.160 -0.875
H 2.913140 2.442245 0.621066 0.156 0.339 0.621
O 1.456680 0.606140 1.967180 -1.265 -1.006 -2.791
C 4.976116 1.226056 3.227497 0.291 -0.574 -3.170
H 5.870890 0.878065 2.619048 -0.856 0.153 1.113
C 3.764151 1.195152 2.174080 0.941 0.094 0.729
C 2.459238 0.754967 2.909541 -0.293 4.786 -1.020
C -1.059366 0.462731 0.255132 -0.684 -0.129 1.726
C -0.635253 2.472440 4.193316 1.588 0.276 0.411
C -1.762408 1.123696 -0.893588 -0.994 0.136 1.202
H 3.869179 0.371841 1.419967 0.435 0.490 0.750
H -2.753883 2.945004 3.870708 -0.899 0.607 1.044
H -4.214104 -1.626006 -1.784455 0.651 0.202 -0.477
C -2.084194 1.636561 2.410792 -0.570 0.629 -0.855
C -2.310630 -0.221755 -0.325175 0.971 3.273 1.362
N -3.265290 -1.488223 -2.143800 1.926 0.143 -0.230
H -3.106263 -0.318762 0.397607 -0.480 0.634 -0.094
H 5.271396 2.194179 3.610626 -0.513 0.400 -0.027
H -2.218607 2.077237 -0.640448 -0.257 -0.199 -0.179
N 1.871423 1.778776 3.805976 -0.504 0.745 0.975
H 3.595274 3.404272 2.012834 -0.163 -0.355 -0.176
C 0.246793 1.094413 2.354910 -0.491 1.916 1.849
C 0.482805 1.879870 3.531599 -1.571 -1.334 -0.362
H -0.172502 -4.713901 -4.618422 0.588 -0.863 0.505
H -2.426196 -4.201988 -4.597932 0.514 0.937 -0.295
C -1.029268 1.046667 1.751941 2.771 -1.414 -2.495
H 2.542437 -0.140313 3.368790 0.965 -3.091 1.828
H -0.126316 0.023304 0.001195 0.715 -0.466 -0.014
H -2.168385 -3.243132 -6.041403 -0.696 1.030 0.498
H -1.255631 -1.314998 -4.568303 0.102 -0.484 0.279
C -1.919768 2.380354 3.584885 1.748 -1.041 -0.867
H -0.382740 3.011380 5.173465 -0.916 -0.608 -1.612
C -3.062111 -1.835028 -3.466411 -2.112 -1.339 0.445
H -1.035620 -2.518208 -3.250765 0.713 -0.079 0.447
H -0.404594 -4.416772 -6.381295 0.400 0.354 0.855
H -1.960479 -2.258019 -0.627244 -0.209 0.512 -0.609
```
Forces are in eV/Å.

3.
Formula: C18H26N2O3
Source: the Open Molecules 2025 dataset
Level of theory: the ωB97M-V functional and the def2-TZVPD basis

Values from the calculation:
E_LUMO   0.82 eV
HOMO energy   -8.97 eV
HOMO-LUMO gap   9.8 eV
Energy above the lowest of the compared OMol25 structures with the same formula, charge and spin   0.718 eV
SMILES   CCOCCCNC(=O)[C@H]1CCC(=O)N1CCc1ccccc1
Electronic energy   -1036.7752 Eh

Structure (XYZ):
```
49
Properties=species:S:1:pos:R:3:forces:R:3
C -0.128487 2.353222 -0.758940 -0.002 0.048 0.048
C -2.166892 1.382916 -1.596726 -0.113 0.034 -0.021
C -0.329971 0.200697 2.468766 -0.117 0.162 0.181
C 2.211106 1.625773 -1.565871 -0.157 0.312 -0.139
C -1.554112 -2.029870 -0.778007 -0.204 -0.159 -0.282
H 1.457052 3.607792 -1.386374 0.083 -0.009 0.071
H -1.032232 -2.394406 2.411163 -0.115 0.002 0.001
H -2.566770 -2.278432 1.526783 0.055 -0.049 0.007
O 2.233377 1.383498 2.413498 0.118 0.212 0.351
C -0.866746 2.958116 0.254225 -0.023 -0.016 -0.005
C -2.277587 -3.336593 -1.087401 0.236 0.291 0.261
C -1.657508 -0.366241 1.978959 0.376 -0.295 -0.134
H -2.404156 -0.243930 2.764268 -0.050 0.028 0.011
H 2.991724 -1.698722 1.485373 0.056 0.019 0.004
N 0.683756 0.052944 1.447874 -0.278 -0.254 -0.019
H -2.791219 3.263621 1.132918 -0.043 0.048 0.069
H 4.242122 -1.461870 0.264794 -0.036 0.039 0.020
H -3.031249 -3.558052 -0.334370 -0.095 -0.058 0.025
H 1.734597 2.816849 0.159625 0.010 0.114 -0.019
C 2.853666 0.196903 0.402216 0.108 0.202 0.356
C 1.343648 2.660311 -0.848390 0.138 -0.120 -0.127
C 1.898649 -0.813068 -1.493686 0.037 -0.421 -0.004
C -0.794180 1.553641 -1.678270 0.051 0.005 -0.005
O -0.817931 -2.089976 0.435830 0.224 -0.068 -0.006
H -0.255921 1.050080 -2.465302 0.130 -0.081 -0.096
H -3.964674 1.868335 -0.535296 -0.079 -0.014 0.002
H -0.011158 -0.320788 3.381188 -0.053 0.098 -0.008
H -0.814058 -1.823364 -1.555756 -0.116 0.084 0.027
H 3.233169 2.022472 -1.631966 -0.109 -0.052 -0.039
C -2.893529 1.999042 -0.593015 -0.118 -0.016 -0.045
H -2.266361 -1.197487 -0.745314 0.093 -0.008 -0.011
C -1.560758 -1.854774 1.619061 -0.261 0.178 0.254
H -0.358685 3.577570 0.979712 0.079 0.057 0.098
H -0.429663 1.262959 2.712007 0.013 -0.111 0.033
H -1.986586 0.196577 1.103942 -0.086 0.016 0.011
O 1.334741 -0.907497 -2.564365 -0.153 -0.099 -0.362
C -2.235353 2.784295 0.340084 -0.045 0.069 0.030
H 3.748029 0.824693 0.492102 -0.171 -0.050 0.051
N 2.261323 0.346026 -0.906147 0.247 0.177 0.160
C 2.310186 -1.957717 -0.582201 0.042 -0.110 -0.016
C 1.893082 0.618489 1.532325 0.286 -0.097 -0.471
H 2.838652 -2.712788 -1.163254 -0.067 0.039 -0.043
H 1.416009 -2.426898 -0.169333 -0.012 0.014 -0.048
H -2.765523 -3.259311 -2.054550 -0.096 -0.021 -0.125
H 0.475982 -0.624581 0.726972 0.058 0.079 -0.028
C 3.186391 -1.305905 0.488652 0.057 -0.087 -0.006
H -1.565211 -4.156974 -1.116701 0.049 -0.096 -0.031
H -2.670016 0.770653 -2.331509 -0.041 -0.059 -0.054
H 1.849276 1.441774 -2.579605 0.093 0.023 0.073
```
Forces are in eV/Å.

4.
Formula: C18H26N2O5S
Source: the Open Molecules 2025 dataset
Level of theory: the ωB97M-V functional and the def2-TZVPD basis

Values from the calculation:
E_LUMO   0.56 eV
HOMO energy   -8.21 eV
HOMO-LUMO gap   8.8 eV
Energy above the lowest of the compared OMol25 structures with the same formula, charge and spin   0.787 eV
SMILES   CCCCN(C(=O)COc1ccc(NC(C)=O)cc1)[C@H]1CCS(=O)(=O)C1
Electronic energy   -1585.4119 Eh

Structure (XYZ):
```
52
Properties=species:S:1:pos:R:3:forces:R:3
H 1.327499 -3.230730 -2.744966 0.105 0.019 -0.107
N 1.938517 -0.719280 1.174473 0.244 0.042 -0.090
H 2.278413 -2.504728 0.181015 0.000 -0.053 0.081
H 1.536496 -4.189038 -1.270364 0.133 -0.080 0.027
H -5.466559 4.003075 -1.734900 0.044 0.084 -0.034
N -4.327691 2.339323 0.024704 0.199 0.370 0.103
O 2.364210 -0.068444 -2.994854 -0.212 -0.156 0.014
H -0.934344 -2.521622 -1.942063 -0.086 -0.027 0.043
O -0.823573 -1.371873 2.222561 -0.123 -0.080 -0.168
O -5.984166 1.066467 -0.892369 -0.101 -0.290 -0.051
C -3.459112 1.389446 0.573591 0.251 -0.212 0.150
H 0.261377 -4.594129 -2.410620 0.043 -0.127 -0.064
C -5.498654 2.146830 -0.650726 -0.072 0.534 -0.056
H -2.148166 2.908517 1.330668 0.019 0.114 0.012
H 1.574811 1.045511 -0.644358 -0.080 -0.015 -0.074
C 0.804515 -3.768714 -1.956905 -0.212 0.051 0.099
H -4.036979 3.297222 0.164716 -0.155 -0.156 -0.089
H -7.063242 3.248441 -1.595749 0.013 -0.020 0.008
H 1.087566 -1.115487 -1.507680 -0.088 0.027 0.030
H -0.052919 -0.343265 3.845731 0.108 -0.073 -0.183
O 1.852825 0.782993 2.852414 -0.103 0.229 0.282
H 4.344316 -1.696889 0.803749 0.056 0.023 -0.020
C -3.675000 0.016314 0.472810 -0.097 -0.022 -0.066
C -0.161436 -2.833498 -1.238085 0.202 0.161 -0.100
H -0.244839 -0.873596 -0.373046 0.082 0.084 0.013
H 5.145404 -0.220625 0.269112 0.006 -0.042 0.063
H 5.075661 -1.382063 -1.781527 0.026 0.049 -0.161
S 3.382837 0.290233 -2.044172 -0.127 -0.101 -0.235
C 1.429893 -1.896953 0.497034 -0.315 -0.132 -0.224
C 4.117386 -1.206797 -1.304862 -0.322 0.661 -0.145
H 3.075030 1.967689 -0.400003 0.069 0.072 -0.051
C -1.428563 0.964324 1.814710 0.184 -0.241 0.121
H 3.440888 -2.030148 -1.504448 -0.116 -0.070 -0.029
C 0.271434 -0.978195 3.011023 0.015 0.081 0.359
H -0.564101 1.358992 2.323475 0.110 0.040 0.092
C -6.134981 3.456924 -1.072378 -0.145 -0.192 -0.080
H -2.936616 -1.928126 0.966678 -0.037 -0.149 -0.014
C -1.650116 -0.403078 1.714946 -0.275 0.066 -0.098
H 0.679303 -1.906507 3.427024 -0.042 0.137 -0.042
H 0.856566 -2.486933 1.211935 0.140 -0.032 -0.084
H 3.394609 0.647329 1.468435 -0.063 -0.162 -0.383
C 0.523332 -1.577807 -0.698060 -0.104 -0.288 0.183
C 3.056299 0.040925 0.618340 0.205 0.116 0.634
C 4.244776 -0.826251 0.153942 0.033 -0.096 0.349
C -2.330731 1.846182 1.246546 -0.266 -0.076 -0.161
C 2.649224 0.976416 -0.516155 0.302 -0.306 -0.498
H -4.544344 -0.349481 -0.046086 -0.023 -0.013 -0.012
C -2.779191 -0.864019 1.038923 0.377 0.074 0.215
O 4.425925 1.164564 -2.499081 0.434 0.185 0.257
H -0.653090 -3.363518 -0.419312 -0.113 0.001 0.031
C 1.409604 -0.219469 2.316717 -0.119 -0.092 0.103
H -6.346678 4.071917 -0.200061 -0.003 0.086 0.050
```
Forces are in eV/Å.